Record 1
{
  "formula": "C21H34N5O4S4SeTi",
  "method": "ωB97M-V/def2-TZVPD",
  "symbols": ["Ti", "C", "C", "S", "C", "C", "S", "C", "C", "S", "H", "H", "H", "H", "H", "H", "H", "H", "H", "H", "H", "H", "C", "C", "C", "C", "C", "C", "C", "S", "O", "O", "N", "C", "C", "O", "O", "H", "H", "H", "H", "H", "H", "H", "H", "H", "C", "N", "C", "C", "N", "N", "C", "C", "H", "H", "H", "H", "H", "H", "H", "H", "H", "H", "H", "H", "H", "Se", "C", "N"],
  "coordinates": [[-0.6575, -0.3519, -0.7278], [-2.8906, 4.3077, 0.2077], [-2.4290, 3.1866, 1.1266], [-2.0255, 1.5386, 0.3001], [-3.6332, 1.1837, -0.5168], [-3.6236, 1.4501, -2.0275], [-1.9571, 1.7042, -2.7579], [-1.8345, 3.3880, -3.4637], [-2.4248, 4.5629, -2.6301], [-1.6020, 4.7157, -1.0167], [-3.0203, 5.2304, 0.7792], [-3.8443, 4.0963, -0.2734], [-3.1892, 2.9180, 1.8783], [-1.5216, 3.4593, 1.6691], [-4.4087, 1.7860, 0.0056], [-3.8249, 0.1296, -0.2667], [-4.2584, 2.3039, -2.3099], [-4.0040, 0.5558, -2.5390], [-2.3120, 3.3137, -4.4570], [-0.7609, 3.5317, -3.6378], [-3.5152, 4.4432, -2.5022], [-2.2758, 5.5302, -3.1193], [2.9626, -6.6413, 1.5050], [1.9175, -5.5603, 1.4932], [1.1230, -5.3251, 2.6237], [0.1965, -4.2870, 2.6606], [0.0891, -3.4763, 1.5346], [0.8249, -3.7066, 0.3860], [1.7809, -4.7088, 0.3855], [-1.1110, -2.1183, 1.5294], [-2.1483, -2.4541, 2.4665], [-0.4369, -0.8326, 1.7381], [-1.4469, -1.9556, -0.0733], [-2.4955, -2.7576, -0.7185], [-2.7523, -2.0368, -2.0772], [-3.5837, -2.4642, -2.8625], [-1.9069, -1.0526, -2.2050], [2.7315, -7.3276, 2.3351], [3.9816, -6.2471, 1.7182], [2.9850, -7.1994, 0.5381], [1.2141, -5.9899, 3.4804], [-0.4791, -4.1544, 3.5178], [0.6375, -3.1323, -0.5494], [2.4093, -4.8860, -0.4988], [-3.3772, -2.7742, -0.0748], [-2.1363, -3.7911, -0.8599], [1.3776, 2.6701, -1.2496], [1.6858, 2.2922, 0.1076], [1.8174, 3.4225, 1.0050], [2.0083, 1.0227, 0.4658], [1.3549, 0.0478, -0.2072], [2.9301, 0.8245, 1.4509], [2.8885, -0.3484, 2.3085], [4.2268, 1.5208, 1.5037], [1.8212, 3.6428, -1.4654], [0.3002, 2.7743, -1.3729], [1.7865, 1.9193, -1.9255], [0.8831, 4.0064, 0.9766], [2.6229, 4.1013, 0.7197], [1.9963, 3.0975, 2.0441], [1.8869, -0.8296, -0.2443], [1.8891, -0.7484, 2.3734], [3.2072, -0.0220, 3.3143], [3.5636, -1.1420, 1.9492], [4.2991, 2.3232, 0.7644], [5.0019, 0.7759, 1.2808], [4.3988, 1.9097, 2.5079], [0.9240, -1.1017, -2.9680], [2.5890, -0.4051, -2.7092], [3.5744, 0.1415, -2.3441]],
  "forces_ev_per_a": [[1.65, 0.29, -1.49], [0.51, 0.05, -0.19], [0.10, -0.98, 0.19], [-1.43, 1.04, 0.93], [0.24, 0.33, 0.73], [0.04, 0.15, -0.88], [0.12, -0.23, -0.53], [-0.89, 0.30, 0.07], [0.03, -0.61, -0.25], [-0.32, 0.15, 0.00], [-0.15, -0.27, 0.25], [0.08, -0.12, -0.13], [0.21, 0.23, -0.29], [-0.01, -0.03, -0.12], [0.49, -0.39, -0.30], [-0.02, 0.35, -0.33], [0.17, -0.29, 0.19], [0.03, 0.34, 0.07], [0.13, 0.38, 0.40], [-0.18, -0.10, 0.15], [0.50, 0.02, 0.08], [0.01, -0.28, -0.20], [0.22, -0.48, 0.06], [0.25, 0.81, 0.06], [-0.05, -0.14, -0.12], [-0.07, -0.11, -0.01], [-0.94, 0.60, 0.33], [0.27, 0.36, -0.96], [0.12, -0.64, 0.03], [0.71, -0.24, -0.98], [-0.07, -0.03, -0.67], [0.15, -0.32, -0.01], [-1.25, -1.24, 2.38], [0.53, 0.19, 0.09], [0.21, -1.18, 0.48], [0.66, 0.87, 0.51], [-0.81, 0.47, -0.38], [0.15, -0.02, -0.45], [-0.65, -0.09, -0.31], [0.04, 0.39, 0.80], [-0.01, 0.11, -0.12], [0.46, 0.07, -0.45], [0.28, -0.33, 0.91], [-0.40, 0.14, 0.36], [-0.14, -0.10, -0.23], [-0.30, 0.28, -0.21], [-0.33, -0.41, -0.46], [0.85, 0.42, 0.97], [-0.25, -0.03, 0.76], [-1.03, -1.07, -1.40], [1.12, 1.21, 1.69], [-0.03, 0.19, -0.16], [0.41, -0.01, 0.06], [-0.37, -0.31, -0.36], [0.16, -0.01, 0.03], [-0.03, -0.08, -0.19], [-0.13, 0.10, -0.06], [0.23, -0.15, 0.02], [0.12, -0.04, -0.12], [-0.14, 0.04, -0.50], [-0.14, 0.47, 0.25], [-0.34, -0.01, -0.07], [-0.07, -0.29, -0.34], [-0.07, 0.19, 0.14], [-0.16, -0.20, 0.15], [-0.01, 0.23, 0.01], [-0.01, 0.10, -0.01], [-0.69, -0.15, -0.16], [2.40, 1.53, 1.47], [-2.16, -1.42, -1.16]],
  "molar_mass_g_mol": 675.63,
  "spin_multiplicity": 2,
  "relative_energy_kcal_mol": 0.00,
  "e_lumo_ev": [0.1, 0.1],
  "orbital_gap_ev": [7.8, 7.8],
  "s_squared": 0.754,
  "charge": 0,
  "homo_energy_ev": [-7.7, -7.8],
  "fmax_ev_per_a": 3.2
}


Record 2
{
  "formula": "C15H19OV",
  "method": "ωB97M-V/def2-TZVPD",
  "symbols": ["C", "C", "C", "C", "H", "H", "H", "H", "H", "H", "H", "H", "H", "C", "C", "C", "H", "C", "C", "H", "H", "H", "H", "C", "C", "C", "H", "C", "C", "H", "H", "H", "H", "V", "O", "C"],
  "coordinates": [[-0.3051, 0.5424, -1.5592], [0.2302, 1.9596, -1.7365], [0.4344, -0.4859, -2.4159], [-1.7860, 0.5897, -1.9477], [0.1078, -0.3424, -3.4580], [0.2019, -1.5215, -2.1510], [1.5216, -0.3758, -2.4017], [-0.3130, 2.4344, -2.5664], [1.2858, 1.9844, -2.0044], [0.0474, 2.5906, -0.8595], [-1.8630, 1.1312, -2.9005], [-2.3745, 1.1510, -1.2128], [-2.2421, -0.3884, -2.1161], [1.5687, -0.1555, 1.9663], [2.0729, -0.8104, 0.7693], [2.4478, 0.2167, -0.1457], [2.2763, -1.8685, 0.6561], [2.1858, 1.4777, 0.4618], [1.6068, 1.2465, 1.7390], [1.3842, 1.9995, 2.4909], [1.3871, -0.6196, 2.9300], [2.9891, 0.0519, -1.0785], [2.4645, 2.4480, 0.0711], [-1.9509, -0.8175, 1.6560], [-0.7400, -1.4939, 1.9623], [-0.3278, -2.2264, 0.7806], [-0.3202, -1.5840, 2.9575], [-1.3234, -1.9918, -0.2209], [-2.3246, -1.1455, 0.3326], [-3.2364, -0.8419, -0.1668], [-2.5414, -0.2555, 2.3802], [0.4866, -2.9411, 0.7110], [-1.3775, -2.5046, -1.1841], [0.0513, -0.1123, 0.3817], [-0.8847, 1.3571, 4.5102], [-0.8394, 1.3020, 3.3692]],
  "forces_ev_per_a": [[0.10, -0.45, -0.35], [-0.11, 0.31, -0.25], [0.05, 0.05, -0.65], [-0.17, 0.08, -0.15], [0.11, -0.11, 0.09], [0.07, 0.19, -0.14], [-0.31, 0.04, -0.06], [0.13, -0.03, 0.16], [0.01, -0.01, 0.24], [0.10, 0.05, -0.10], [-0.02, -0.06, 0.13], [-0.05, -0.08, -0.17], [0.13, 0.12, 0.15], [1.18, 0.05, -0.34], [0.36, 0.62, 0.67], [0.05, 0.25, 0.67], [0.08, 0.34, 0.02], [-0.27, -0.93, 0.13], [0.38, -0.62, -0.26], [-0.08, -0.15, -0.43], [0.06, 0.16, -0.43], [-0.46, 0.14, 0.31], [-0.32, -0.14, -0.12], [0.39, -0.38, 0.02], [-0.52, -0.79, -0.54], [-1.00, -0.08, 0.34], [-0.08, 0.06, -0.38], [-0.01, -0.18, 0.71], [0.80, -0.09, -0.04], [0.26, 0.09, 0.10], [0.24, -0.06, -0.49], [-0.35, 0.21, 0.04], [0.12, 0.48, 0.35], [-0.66, 0.60, 0.33], [0.13, -0.19, -2.40], [-0.35, 0.53, 2.79]],
  "molar_mass_g_mol": 266.26,
  "spin_multiplicity": 2,
  "e_lumo_ev": [-4.7, -4.6],
  "orbital_gap_ev": [7.6, 8.0],
  "s_squared": 0.808,
  "charge": 1,
  "homo_energy_ev": [-12.3, -12.5],
  "fmax_ev_per_a": 2.9
}


Record 3
{
  "formula": "C16H52BO8Sr",
  "method": "ωB97M-V/def2-TZVPD",
  "symbols": ["Sr", "B", "H", "H", "H", "H", "C", "C", "O", "H", "H", "H", "H", "H", "H", "C", "C", "O", "H", "H", "H", "H", "H", "H", "C", "C", "O", "H", "H", "H", "H", "H", "H", "C", "C", "O", "H", "H", "H", "H", "H", "H", "C", "C", "O", "H", "H", "H", "H", "H", "H", "C", "C", "O", "H", "H", "H", "H", "H", "H", "C", "C", "O", "H", "H", "H", "H", "H", "H", "C", "C", "O", "H", "H", "H", "H", "H", "H"],
  "coordinates": [[-1.1317, -1.1134, -1.1243], [0.5038, 0.4286, 0.0396], [0.6219, -0.6503, 0.3217], [-0.5548, 0.7516, 0.2592], [1.1180, 1.1064, 0.7393], [0.7828, 0.6322, -1.0306], [-5.4239, 1.1542, 0.2324], [-4.1383, 0.4631, 0.6672], [-3.7646, -0.3429, -0.4962], [-5.7586, 1.8481, 1.0079], [-6.2280, 0.4387, 0.0490], [-5.3510, 1.7086, -0.7021], [-4.2953, -0.0970, 1.5903], [-3.3086, 1.1309, 0.8928], [-4.2800, -1.1545, -0.5423], [0.6003, 5.2186, -0.2764], [1.4901, 4.0168, -0.4731], [0.9093, 3.1218, -1.4225], [0.7265, 5.5743, 0.7505], [-0.4609, 5.0108, -0.3924], [0.8866, 6.0730, -0.8926], [1.5191, 3.4992, 0.4955], [2.5466, 4.2742, -0.5974], [1.0338, 2.2268, -1.0627], [2.4750, -3.3669, -3.0992], [2.2053, -1.9958, -2.5227], [0.8002, -1.6565, -2.5978], [2.2935, -3.5637, -4.1643], [1.8868, -4.1295, -2.5943], [3.5575, -3.5189, -3.1248], [2.9101, -1.1989, -2.7637], [2.3890, -2.0589, -1.4474], [0.5829, -1.6915, -3.5399], [-0.5386, -2.4722, 3.3522], [-1.7792, -1.8101, 2.7484], [-1.7042, -1.8569, 1.3076], [-0.3834, -2.2745, 4.4102], [0.3810, -2.3360, 2.7856], [-0.7330, -3.5495, 3.2696], [-1.8672, -0.7802, 3.0902], [-2.7035, -2.3289, 3.0053], [-1.9878, -2.7401, 1.0480], [5.5649, 0.9387, -0.3638], [4.0545, 1.2027, -0.2998], [3.4255, -0.0407, 0.0392], [5.8873, 0.5240, -1.3188], [5.9556, 0.2448, 0.3810], [6.0966, 1.8723, -0.1658], [3.7048, 1.6369, -1.2437], [3.7690, 1.9163, 0.4798], [2.4917, 0.2306, 0.1672], [0.8883, -5.6386, -0.1530], [-0.2711, -4.6565, -0.2985], [0.1838, -3.3011, -0.0910], [1.5255, -5.3873, 0.6951], [1.5257, -5.6296, -1.0384], [0.5588, -6.6742, -0.0701], [-0.9595, -4.7899, 0.5423], [-0.7748, -4.8023, -1.2518], [0.8778, -3.2573, 0.5731], [-2.7192, 2.8298, -3.2147], [-1.8843, 1.6139, -3.5524], [-1.0499, 1.1573, -2.4774], [-2.1973, 3.4931, -2.5191], [-3.6422, 2.4864, -2.7429], [-2.9098, 3.4648, -4.0781], [-1.1871, 2.0047, -4.3021], [-2.5889, 0.8753, -3.9323], [-0.3878, 1.8620, -2.3894], [-0.4393, 1.7781, 4.8990], [0.1246, 1.3224, 3.5692], [-0.8498, 1.5013, 2.5600], [-1.3464, 1.2331, 5.1573], [-0.7229, 2.8297, 4.7997], [0.3141, 1.7925, 5.6856], [0.5000, 0.2921, 3.6526], [1.0662, 1.8549, 3.3817], [-0.4121, 1.2287, 1.7246]],
  "forces_ev_per_a": [[-0.14, 0.50, 0.28], [0.75, 1.19, 1.01], [0.55, -2.36, 0.68], [-2.37, 0.46, -0.16], [1.04, 0.71, 0.87], [0.47, -0.06, -2.12], [-0.23, 0.45, 0.58], [-0.85, 0.24, -0.96], [1.30, -0.59, 0.21], [-0.08, -0.05, -0.06], [0.07, -0.19, 0.29], [0.50, 0.08, 0.07], [0.02, -0.50, -0.29], [0.02, 0.12, -0.39], [-0.40, 0.24, 0.29], [0.42, 0.99, 0.36], [-0.65, -0.48, 1.43], [0.57, -0.25, -0.30], [0.00, -0.01, -0.01], [0.06, -0.24, -0.18], [-0.19, -0.16, -0.27], [-0.17, -0.17, -0.07], [-0.13, 0.05, -0.92], [0.12, 0.39, -0.09], [0.52, 0.04, -1.16], [0.10, -0.73, 1.63], [0.15, 0.10, -1.15], [-0.58, 0.80, -0.08], [0.44, -0.07, 0.37], [-0.05, -0.39, 0.85], [-0.50, 0.17, -0.92], [-0.12, -0.13, 0.03], [-0.01, 0.17, 0.05], [-0.74, -1.36, -0.29], [0.49, 0.19, 0.31], [-0.42, 0.27, -0.30], [-0.04, 0.27, -0.05], [-0.08, 0.69, 0.03], [0.22, -0.09, 0.23], [0.02, 0.17, -0.53], [0.13, -0.02, 0.43], [0.14, -0.12, 0.28], [0.09, 0.58, 0.16], [0.80, -0.76, 0.61], [-0.80, 0.64, -0.55], [-0.17, 0.21, -0.15], [-0.58, -0.05, 0.26], [0.08, 0.02, -0.35], [-0.09, -0.29, -0.13], [0.42, 0.16, 0.05], [0.65, -0.69, 0.10], [0.07, -0.07, -0.65], [0.93, -0.23, 1.87], [-0.36, 0.22, -1.59], [-0.16, -0.07, 0.16], [0.01, 0.20, 0.00], [-0.20, 0.09, 0.25], [-0.38, -0.62, -0.33], [0.00, 0.53, -0.09], [-0.02, -0.16, 0.05], [-0.24, 0.19, 1.05], [0.56, 1.74, -0.73], [-0.90, -0.50, -0.35], [0.06, -0.19, 0.11], [-0.13, 0.46, -0.03], [-0.27, -0.36, -0.21], [-0.19, -0.83, -0.51], [0.66, -0.59, 0.04], [0.02, -0.13, 0.48], [-0.08, 0.84, -0.41], [0.72, -0.13, 0.83], [0.56, -0.39, -0.31], [0.17, -0.17, 0.24], [-0.16, -0.04, -0.08], [-0.08, -0.51, 0.08], [-0.52, -0.28, -0.16], [-0.27, 0.45, -0.31], [-0.52, 0.39, 0.64]],
  "molar_mass_g_mol": 471.02,
  "e_lumo_ev": -3.4,
  "orbital_gap_ev": 8.4,
  "charge": 1,
  "homo_energy_ev": -11.9,
  "fmax_ev_per_a": 2.5
}